(1)
Entry from the Open Molecules 2025 dataset: an isolated molecule of C3H5NOS (ωB97M-V/def2-TZVPD).

Results
SMILES: CC1=NSCO1
LUMO level, eV: 0.9
Gap between HOMO and LUMO, eV: 9.13
Multiplicity: 1
Energy relative to the best compared isomer or geometry (same formula, charge and spin), kJ/mol: 110.9

```
11
Properties=species:S:1:pos:R:3:mulliken_charge:R:1
C 1.76392 -0.47790 -0.01772 -0.950
C 0.29724 -0.34043 -0.09479 0.684
C -1.62363 0.89931 0.00818 -0.250
H 2.09802 -0.09731 0.95588 0.249
H 2.06139 -1.54118 -0.05311 0.304
H 2.25176 0.03950 -0.82204 0.301
H -2.06396 1.44886 -0.85834 0.253
H -1.98631 1.35860 0.96362 0.257
N -0.47044 -1.35378 0.01149 -0.444
O -0.20810 0.93156 -0.05242 -0.351
S -2.11991 -0.86723 -0.04076 -0.054
```

(2)
Entry from the Open Molecules 2025 dataset: an isolated molecule of C3H5NOS (ωB97M-V/def2-TZVPD).

Results
SMILES: O=C1CCN1S
LUMO level, eV: 0.7
Gap between HOMO and LUMO, eV: 10.45
Multiplicity: 1
Energy relative to the best compared isomer or geometry (same formula, charge and spin), kJ/mol: 132.3

```
11
Properties=species:S:1:pos:R:3:mulliken_charge:R:1
C -0.10780 -0.97363 -0.01833 -0.447
C -1.30122 -0.03513 -0.22603 -0.368
C -0.27446 1.10121 -0.03824 0.409
H 2.71857 0.34475 1.11796 0.136
H 0.06701 -1.75826 -0.82563 0.262
H -0.16703 -1.48424 0.94781 0.224
H -1.76359 -0.01642 -1.20269 0.226
H -2.11834 -0.05742 0.52146 0.236
N 0.75785 0.17179 0.00931 0.014
O -0.22810 2.27946 -0.05838 -0.564
S 2.41711 0.42790 -0.22723 -0.129
```

(3)
Entry from the Open Molecules 2025 dataset: an isolated molecule of C3H5NOS (ωB97M-V/def2-TZVPD).

Results
SMILES: C=C[C@@H](O)N=S
LUMO level (alpha / beta), eV: -1.0 / -1.0
Gap between HOMO and LUMO (alpha / beta), eV: 7.22 / 7.20
Multiplicity: 1
Energy relative to the best compared isomer or geometry (same formula, charge and spin), kJ/mol: 375.2

```
11
Properties=species:S:1:pos:R:3:mulliken_charge:R:1
C -1.54525 -0.46459 0.46866 -0.712
C -0.46585 -0.75918 -0.29201 -0.018
C 0.64304 0.29838 -0.51646 -0.185
N 1.65027 0.11489 0.62375 -0.099
O 0.09749 1.64231 -0.40483 -0.465
S 3.10387 -0.16074 0.48457 -0.084
H -2.17294 -1.25522 0.81505 0.282
H -1.53999 0.51762 0.87847 0.211
H -0.12233 -1.67816 -0.75030 0.320
H 1.00999 0.15444 -1.46460 0.463
H -0.65831 1.59026 0.15770 0.287
```

(4)
Entry from the Open Molecules 2025 dataset: an isolated molecule of C3H5NOS (ωB97M-V/def2-TZVPD).

Results
LUMO level, eV: 0.5
Gap between HOMO and LUMO, eV: 9.09
Multiplicity: 1
Energy relative to the best compared isomer or geometry (same formula, charge and spin), kJ/mol: 496.4

```
11
Properties=species:S:1:pos:R:3:mulliken_charge:R:1
C -0.23618 -0.85267 0.62030 -0.012
C -0.40564 1.05385 2.14312 -0.299
C 0.53026 -0.85419 -0.72074 -0.626
N -0.43124 0.13864 1.37836 -0.098
O 0.60927 1.19385 -2.54244 -0.575
S 0.86749 0.96808 -1.12675 0.333
H -0.45575 -1.95694 0.95189 0.260
H -1.20659 1.77020 2.06854 0.237
H 1.37068 -1.59455 -0.76761 0.387
H -0.22127 -1.03077 -1.48065 0.292
H -0.42103 1.16450 -0.52402 0.100
```

(5)
Entry from the Open Molecules 2025 dataset: an isolated molecule of C3H5NOS (ωB97M-V/def2-TZVPD).

Results
SMILES: N/C=C\C(=O)S
LUMO level, eV: 0.9
Gap between HOMO and LUMO, eV: 9.57
Multiplicity: 1
Energy relative to the best compared isomer or geometry (same formula, charge and spin), kJ/mol: 46.0

```
11
Properties=species:S:1:pos:R:3:mulliken_charge:R:1
C 0.92215 -0.48195 -0.84306 -0.122
C 0.08663 0.57787 -0.69176 -0.702
C -0.79916 0.62707 0.49165 0.918
H 1.72096 -2.27489 -0.11507 0.172
H 0.45601 -1.53655 0.78179 0.204
H 1.58847 -0.41036 -1.67202 0.327
H 0.07538 1.36690 -1.43173 0.290
H -2.46408 1.76828 1.64498 0.147
N 1.07070 -1.52901 -0.01600 -0.319
O -0.83736 -0.20975 1.34548 -0.650
S -1.81970 2.10240 0.50573 -0.264
```

(6)
Entry from the Open Molecules 2025 dataset: an isolated molecule of C3H5NOS2 (ωB97M-V/def2-TZVPD).

Results
SMILES: C=NOCC(=S)S
LUMO level, eV: -0.8
Gap between HOMO and LUMO, eV: 8.03
Multiplicity: 1
Energy relative to the best compared isomer or geometry (same formula, charge and spin), kJ/mol: 484.1

```
12
Properties=species:S:1:pos:R:3:mulliken_charge:R:1
C -0.72380 -0.12707 -0.03674 0.277
C 0.12192 -0.82447 0.98601 -0.433
C 2.92560 0.16521 -0.65342 -0.308
H 0.24422 1.98961 0.75727 0.132
H 0.17596 -1.85974 0.66170 0.353
H -0.24914 -0.53795 2.13232 0.268
H 3.00790 0.75671 0.22203 0.346
H 3.59270 -0.00719 -1.53259 0.289
N 1.97914 -0.83818 -0.54111 -0.260
O 1.48998 -0.24670 0.81343 -0.285
S -0.79738 1.66495 -0.03534 -0.154
S -2.10810 -0.90137 -0.38562 -0.223
```

(7)
Entry from the Open Molecules 2025 dataset: an isolated molecule of C3H5NOS2 (ωB97M-V/def2-TZVPD).

Results
SMILES: CC(=S)N(O)C=S
LUMO level, eV: -1.0
Gap between HOMO and LUMO, eV: 8.24
Multiplicity: 1
Energy relative to the best compared isomer or geometry (same formula, charge and spin), kJ/mol: 231.8

```
12
Properties=species:S:1:pos:R:3:mulliken_charge:R:1
C -0.14189 1.85963 0.11390 -1.120
C -0.81445 0.48738 0.04134 0.590
C 1.38624 -0.80424 0.10886 -0.154
H -1.00748 2.57106 0.20672 0.307
H 0.29211 2.05767 -0.88408 0.344
H 0.59346 2.03866 0.88761 0.347
H -1.58531 -1.59544 -0.17838 0.273
H 1.60820 -1.89690 0.22507 0.330
N -0.00315 -0.63282 0.03580 0.170
O -0.68474 -1.85185 0.03857 -0.373
S -2.41904 0.19856 -0.06417 -0.460
S 2.60777 0.22725 -0.08587 -0.255
```

(8)
Entry from the Open Molecules 2025 dataset: a 2-piece molecular cluster, C3H5NOS2 overall (ωB97M-V/def2-TZVPD).

Results
LUMO level, eV: 0.2
Gap between HOMO and LUMO, eV: 9.31
Multiplicity: 1
Energy relative to the best compared isomer or geometry (same formula, charge and spin), kJ/mol: 360.0

```
12
Properties=species:S:1:pos:R:3:mulliken_charge:R:1
C 0.49201 0.42078 1.15483 0.083
C -0.68708 0.30333 0.06003 -0.334
C -1.10255 -1.19287 -0.30313 0.018
H 3.49630 -0.83136 -0.31475 0.166
H 0.12762 0.97553 1.97149 0.397
H -1.57912 0.58171 0.56228 0.343
H -1.01455 2.48900 -1.21172 0.146
H -2.11934 -1.28892 -1.39322 0.212
N 1.73048 -0.01051 1.04422 -0.442
O -0.91492 -2.11911 0.43790 -0.369
S 2.12900 -0.49448 -0.52877 -0.087
S -0.55784 1.16691 -1.47917 -0.133
```

(9)
Entry from the Open Molecules 2025 dataset: an isolated molecule of C3H5NOS2 (ωB97M-V/def2-TZVPD).

Results
SMILES: O=C(CS)NC=S
LUMO level, eV: -0.4
Gap between HOMO and LUMO, eV: 8.69
Multiplicity: 1
Energy relative to the best compared isomer or geometry (same formula, charge and spin), kJ/mol: 122.2

```
12
Properties=species:S:1:pos:R:3:mulliken_charge:R:1
C 1.06415 0.32685 -0.33692 -0.828
C 0.14494 -0.80190 -0.00038 0.670
C -2.02889 0.55003 0.22734 -0.072
H 3.35260 -0.72889 0.47935 0.142
H 0.78308 0.90489 -1.15901 0.344
H 1.09341 1.20448 0.36930 0.388
H -1.80541 -1.35143 0.45288 0.261
H -3.04062 0.26888 0.40866 0.311
N -1.25546 -0.59346 0.15961 -0.160
O 0.58710 -1.92774 0.20931 -0.551
S 2.73438 0.04984 -0.72088 -0.223
S -1.62927 2.09845 -0.08928 -0.282
```

(10)
Entry from the Open Molecules 2025 dataset: an isolated molecule of C3H5NOS3 (ωB97M-V/def2-TZVPD).

Results
SMILES: COC(=S)SNC=S
LUMO level, eV: -0.4
Gap between HOMO and LUMO, eV: 8.54
Multiplicity: 1
Energy relative to the best compared isomer or geometry (same formula, charge and spin), kJ/mol: 296.0

```
13
Properties=species:S:1:pos:R:3:mulliken_charge:R:1
C -1.39858 1.52983 -0.26346 -0.716
C -1.23803 -0.77038 0.12539 0.404
C 2.39551 -1.03728 0.59205 -0.026
H -1.47716 1.75553 0.88430 0.338
H -2.38606 1.40534 -0.90800 0.288
H -0.75922 2.43975 -0.63629 0.222
H 1.22735 -0.27667 -1.27052 0.353
H 2.02811 -1.47138 1.51989 0.314
N 1.34762 -1.16798 -0.43755 -0.272
O -0.61312 0.37114 -0.28007 -0.299
S -2.71393 -0.80722 0.66427 -0.285
S 0.00452 -2.01285 -0.34568 -0.050
S 3.58301 0.04216 0.35568 -0.270
```

- What is the formula in the eighth record?
  C3H5NOS2

Copy entry 3 word for word.
Entry from the Open Molecules 2025 dataset: an isolated molecule of C3H5NOS (ωB97M-V/def2-TZVPD).

Results
SMILES: C=C[C@@H](O)N=S
LUMO level (alpha / beta), eV: -1.0 / -1.0
Gap between HOMO and LUMO (alpha / beta), eV: 7.22 / 7.20
Multiplicity: 1
Energy relative to the best compared isomer or geometry (same formula, charge and spin), kJ/mol: 375.2

```
11
Properties=species:S:1:pos:R:3:mulliken_charge:R:1
C -1.54525 -0.46459 0.46866 -0.712
C -0.46585 -0.75918 -0.29201 -0.018
C 0.64304 0.29838 -0.51646 -0.185
N 1.65027 0.11489 0.62375 -0.099
O 0.09749 1.64231 -0.40483 -0.465
S 3.10387 -0.16074 0.48457 -0.084
H -2.17294 -1.25522 0.81505 0.282
H -1.53999 0.51762 0.87847 0.211
H -0.12233 -1.67816 -0.75030 0.320
H 1.00999 0.15444 -1.46460 0.463
H -0.65831 1.59026 0.15770 0.287
```

- Which formula does entry 10 have?
  C3H5NOS3

- What is the formula in the fourth record?
  C3H5NOS